[1]
Formula: C5H38O15
Source: the Open Molecules 2025 dataset
Level of theory: ωB97M-V/def2-TZVPD

Results
- Relative energy (zero: lowest compared OMol25 entry of this formula, charge and spin): 220.1 kJ/mol
- LUMO (alpha / beta): -5.232 / -9.819 eV
- Total charge: +1
- Multiplicity: 2

Last column: Mulliken charge in e.
Atoms and positions in Å:
O  -0.717  -1.732  2.788  -0.407
C  -1.592  -1.751  1.909  -0.123
C  -1.420  -0.943  0.547  0.655
C  -2.454  -1.549  -0.412  -1.222
C  -2.850  -0.424  -1.413  0.050
C  -4.321  -0.406  -1.926  -1.237
H  -2.570  -2.266  2.054  0.455
H  -0.572  -1.184  0.017  -0.020
H  -1.491  0.162  0.771  0.162
H  -3.387  -2.043  -0.014  0.522
H  -2.016  -2.373  -0.925  0.445
H  -2.042  -0.534  -2.250  0.327
H  -2.807  0.718  -1.014  0.096
H  -4.609  0.031  -2.915  0.328
H  -4.899  0.112  -1.116  0.332
H  -4.581  -1.453  -1.872  0.375
H  2.809  -2.972  -1.976  0.360
H  1.722  -3.753  -2.392  0.334
O  2.642  -3.615  -2.680  -0.654
H  1.104  4.221  2.529  0.368
H  1.577  4.090  1.087  0.373
O  0.850  4.494  1.585  -0.668
H  2.191  0.516  -1.267  0.466
H  3.107  0.466  -2.535  0.331
O  2.514  1.032  -1.966  -0.829
H  -1.093  3.840  -2.341  0.337
H  -1.237  2.491  -1.888  0.390
O  -1.889  3.287  -1.906  -0.692
H  -0.676  -4.091  3.261  0.296
H  -0.119  -3.192  4.277  0.370
O  0.187  -4.019  3.720  -0.620
H  -2.439  1.537  3.745  0.317
H  -2.996  1.890  2.451  0.307
O  -3.038  1.199  3.094  -0.614
H  -0.209  3.409  1.101  0.421
H  -1.240  3.723  0.210  0.265
O  -0.977  2.945  0.578  -0.597
H  2.948  4.010  -0.624  0.265
H  2.467  2.532  -0.858  0.376
O  2.536  3.276  -0.211  -0.640
H  2.113  2.413  2.705  0.220
H  3.283  1.796  3.212  0.361
O  2.317  1.930  3.501  -0.620
H  2.988  -3.673  -0.165  0.338
H  2.082  -2.686  0.707  0.328
O  2.324  -2.993  -0.129  -0.648
H  2.093  -3.005  2.510  0.289
H  1.026  -1.816  2.628  0.467
O  1.962  -2.119  2.303  -0.771
H  1.747  -1.551  -2.972  0.272
H  1.780  -2.137  -4.312  0.314
O  1.735  -1.265  -3.810  -0.564
H  0.912  1.333  -2.614  0.378
H  -0.136  1.365  -3.680  0.222
O  0.081  1.711  -2.890  -0.571
H  2.416  -0.759  0.763  0.321
H  1.288  0.193  0.828  0.168
O  1.577  -0.416  0.189  -0.505

Forces on the atoms, in the same order (eV/Å):
O -3.4518 0.4170 -3.6495
C 2.1892 0.6830 2.9596
C -2.5138 0.5103 0.5110
C -2.8946 0.1962 -0.1804
C 1.6226 2.4558 -1.4490
C -0.4801 -0.4317 1.6274
H 0.5232 0.1815 0.0322
H 2.8482 -0.0533 -0.2136
H -0.0325 -0.9764 0.1411
H 0.7238 0.9970 0.2574
H 0.7187 -0.4862 -0.5213
H -1.2680 0.7059 1.3861
H 0.8012 -2.2497 -0.6660
H 1.0385 -0.1432 0.8520
H 0.0793 -0.4422 -0.9158
H -0.7550 -0.3302 -0.4055
H 0.8364 0.0808 -0.1755
H 0.1667 -0.7460 -0.5580
O -0.9164 0.2193 0.5746
H -0.7748 1.0362 -1.6820
H 0.2031 0.0051 -0.7564
O 1.0022 -0.7098 2.7842
H -0.6188 -1.8565 1.9632
H -1.0079 0.8770 0.8643
O 1.7846 0.7649 -2.6538
H -3.0806 -1.0154 1.1961
H -1.8536 1.1614 0.2231
O 4.5330 0.1491 -1.7434
H 0.7920 -0.8462 0.0265
H 1.5297 -2.4510 -0.9269
O -2.1898 2.7708 1.2584
H 0.5203 0.1050 0.9517
H -0.1531 0.8127 -1.0785
O -0.1812 -1.0170 -0.0696
H -1.4139 -1.3853 -0.6729
H -2.1111 3.0812 -2.5119
O 2.9585 -2.5168 3.3726
H 0.6759 0.8591 -0.8899
H 0.3280 0.9306 0.2754
O -0.6945 -1.6506 0.6049
H -0.9783 0.4820 -0.4796
H -1.6592 -0.1590 1.4118
O 2.6539 -0.4207 -1.1232
H 0.2535 -0.4336 0.6827
H -0.2267 0.5268 2.4484
O 0.0880 -0.4664 -3.4316
H -0.0349 -2.5333 1.2903
H 2.9926 -1.2895 -0.7540
O -2.3749 3.7125 0.2077
H 0.0801 -1.5140 4.8557
H 0.1434 1.7615 0.8045
O -0.3045 0.1813 -5.7888
H 0.9062 -0.2330 -0.0513
H -1.0797 -1.8487 -4.2850
O 0.1675 1.9652 4.0483
H -2.6765 0.6649 -2.2896
H -1.1430 1.8695 1.1934
O 3.7090 -1.9580 1.1187

***

[2]
Formula: C6H16N2
Source: the Open Molecules 2025 dataset
Level of theory: ωB97M-V/def2-TZVPD

Results
- Relative energy (zero: lowest compared OMol25 entry of this formula, charge and spin): 305.9 kJ/mol
- LUMO: 0.722 eV

Last column: Mulliken charge in e.
Atoms and positions in Å:
C  1.628  0.010  -0.355  1.104
C  2.068  -0.045  -1.816  -1.618
C  1.383  -1.388  0.209  -1.682
N  2.659  0.659  0.425  -0.645
N  0.313  0.742  -0.301  -0.481
H  2.431  0.701  1.411  0.254
H  -0.894  0.245  -0.442  0.442
H  0.381  1.679  -0.696  0.244
H  2.884  1.587  0.090  0.245
H  2.251  0.959  -2.205  0.417
H  2.996  -0.608  -1.894  0.388
H  1.304  -0.523  -2.427  0.365
H  1.043  -1.333  1.243  0.393
H  0.617  -1.902  -0.368  0.370
H  2.310  -1.957  0.171  0.437
C  -3.327  0.985  0.489  -1.198
C  -2.195  -0.003  0.415  0.048
C  -2.278  -1.151  1.090  -0.909
H  -0.085  0.844  0.664  0.445
H  -4.322  0.522  0.546  0.365
H  -3.223  1.661  1.343  0.230
H  -3.330  1.620  -0.402  0.288
H  -3.120  -1.401  1.741  0.290
H  -1.495  -1.903  1.066  0.209

Forces on the atoms, in the same order (eV/Å):
C -0.3545 0.1831 0.0835
C -0.0764 -0.0013 0.2144
C 0.0310 0.1853 -0.1230
N 0.2000 -0.0799 0.0214
N 0.5359 0.3670 0.7929
H -0.0165 0.0154 -0.0597
H -2.6998 -0.6336 1.2100
H 0.0525 -0.0955 -0.0299
H -0.0591 -0.0366 0.0156
H -0.0250 0.0423 -0.0128
H 0.0010 -0.0186 0.0165
H -0.0222 0.0111 -0.0135
H 0.0041 0.0067 0.0550
H -0.0347 -0.0092 -0.0257
H 0.0177 -0.0159 0.0187
C -0.1513 0.2694 -0.3835
C 1.2309 -0.3180 -1.3342
C 0.0578 0.1113 0.1695
H 1.1520 0.0214 -0.7253
H 0.1955 -0.0427 0.1308
H 0.0296 -0.0073 0.0604
H -0.0862 0.0328 0.0639
H -0.0494 0.0211 -0.0908
H 0.0673 -0.0083 -0.0543

***

[3]
Formula: C30H57Br2Ca2Cl2F7N4O9P2S2
Source: the Open Molecules 2025 dataset
Level of theory: ωB97M-V/def2-TZVPD

Results
- LUMO: -5.289 eV

Last column: Mulliken charge in e.
Atoms and positions in Å:
C  3.893  0.516  2.936  -0.819
C  3.477  1.392  1.679  -0.649
C  2.648  0.983  0.386  -0.214
Br  1.000  2.207  0.549  0.033
N  2.443  -0.425  -0.112  1.508
C  2.144  -1.464  1.000  0.555
C  1.133  -0.998  2.249  -0.279
C  0.858  -2.127  3.380  -0.823
C  1.636  -3.518  3.121  -0.377
N  2.580  -4.020  2.112  -0.891
C  2.810  -2.968  1.074  -0.159
C  3.754  -0.730  -0.870  0.041
C  5.131  -0.749  0.053  -0.728
N  6.234  -1.570  -0.655  -0.148
C  6.570  -2.827  0.103  -0.591
C  3.962  -0.037  -2.340  -0.108
C  5.302  0.974  -2.416  -0.202
C  5.332  1.800  -3.872  -1.122
O  5.032  3.232  -3.710  -0.432
C  3.882  3.583  -4.558  0.075
C  2.510  4.076  -3.786  -0.379
O  3.879  3.527  -5.901  -0.519
O  2.905  0.791  -2.865  -0.234
C  1.552  0.489  -2.450  -1.439
C  1.354  -0.571  -1.210  0.959
C  1.401  -2.083  -1.850  -0.545
C  0.060  -2.328  -2.984  0.483
C  -0.919  -3.723  -2.629  -0.798
O  0.170  -3.625  -3.862  -0.502
P  -0.467  -0.565  -0.688  0.842
S  -1.624  0.645  -1.774  -0.271
H  4.933  0.889  3.393  0.280
H  3.112  0.723  3.818  0.248
H  3.979  -0.638  2.864  0.137
H  4.532  1.841  1.309  0.398
H  3.020  2.384  2.183  0.490
H  3.153  1.654  -0.482  0.098
H  0.599  0.028  2.351  0.721
H  0.132  -1.930  4.306  0.344
H  1.384  -4.341  3.952  0.302
H  3.565  -3.368  0.238  0.393
H  3.862  -1.875  -1.197  -0.070
H  5.012  -1.282  1.086  0.077
H  5.607  0.295  0.247  0.356
H  7.064  -0.945  -0.799  0.217
H  5.692  -3.315  0.699  0.103
H  6.900  -3.634  -0.713  0.295
H  7.537  -2.611  0.735  0.240
H  4.210  -0.821  -3.211  0.282
H  6.313  0.386  -2.395  0.126
H  5.187  1.783  -1.576  0.056
H  4.685  1.261  -4.706  0.474
H  6.452  1.749  -4.282  0.405
H  2.294  5.218  -4.006  0.283
H  2.714  4.016  -2.612  0.414
H  1.600  3.401  -4.077  0.139
H  1.015  0.171  -3.468  0.633
H  1.053  1.558  -2.248  0.234
H  1.148  -2.954  -1.119  -0.069
H  2.272  -2.288  -2.603  0.189
H  -0.522  -1.325  -3.463  0.315
H  -2.019  -3.757  -3.034  0.381
H  -0.470  -4.459  -1.805  0.245
H  -1.082  -1.896  -0.545  0.154
H  -0.769  -0.009  0.639  -0.336
Br  -0.168  2.521  -3.716  -0.728
C  -4.425  -0.256  3.884  -0.381
C  -3.239  -0.371  4.838  -0.471
O  -2.169  -0.879  4.044  -0.299
S  -2.333  -0.327  2.518  1.081
O  -1.482  0.831  2.363  -0.675
O  -2.298  -1.456  1.618  -0.622
O  -3.875  0.188  2.645  -0.013
H  -4.894  -1.231  3.719  0.309
H  -5.176  0.452  4.243  0.373
H  -3.445  -1.037  5.680  0.347
H  -2.941  0.612  5.217  0.302
C  -5.899  -0.061  0.050  -0.749
C  -7.008  0.863  -0.450  -0.559
N  -7.796  1.471  0.625  0.354
C  -9.030  2.105  0.153  -0.768
C  -8.895  3.305  -0.780  -0.978
C  -7.049  2.232  1.629  -0.022
C  -6.191  3.394  1.141  -1.271
H  -6.295  -0.829  0.723  0.042
H  -5.427  -0.568  -0.798  0.460
H  -5.114  0.493  0.575  0.007
H  -7.672  0.249  -1.071  0.460
H  -6.570  1.618  -1.110  0.210
H  -9.644  2.395  1.015  0.373
H  -9.626  1.342  -0.366  0.444
H  -8.572  4.198  -0.243  0.210
H  -9.870  3.536  -1.222  0.413
H  -8.202  3.117  -1.604  0.258
H  -6.399  1.535  2.172  -0.446
H  -7.740  2.603  2.397  0.573
H  -5.589  3.136  0.265  0.222
H  -5.492  3.690  1.934  0.414
H  -6.793  4.272  0.906  0.343
Cl  -1.969  -4.905  -0.894  -0.519
Ca  0.376  5.207  -3.002  1.550
F  3.024  6.231  -5.111  -0.836
C  10.309  -1.147  0.189  -0.600
O  9.538  -0.161  -0.474  -0.497
H  10.037  -1.158  1.247  0.219
H  10.102  -2.127  -0.248  0.276
H  11.370  -0.908  0.090  0.298
H  9.801  -0.175  -1.410  0.301
F  -6.964  -1.424  3.248  -0.036
P  -8.413  -1.911  2.944  0.692
F  -7.819  -2.769  1.787  -0.332
F  -9.762  -2.184  3.675  -0.320
F  -9.242  -1.548  1.675  -0.292
F  -8.544  -0.422  3.385  -0.306
F  -8.147  -3.116  3.896  -0.361
Ca  2.576  -5.946  1.388  1.360
Cl  6.236  -0.476  -4.968  -0.626

Forces on the atoms, in the same order (eV/Å):
C -0.1941 -0.2874 2.4138
C 2.7265 2.1488 1.1793
C 0.6672 4.3664 -0.6212
Br 0.3436 -1.2126 -0.2157
N 0.5428 -1.3799 0.4308
C -0.8539 -2.6707 4.2558
C 1.6350 -4.4744 0.1052
C 3.1209 -0.5378 -4.3314
C -1.3938 0.6891 1.6178
N -3.2057 9.0317 0.6972
C -0.8705 1.5596 -0.0366
C 3.6826 -3.0487 -1.1385
C 1.5628 0.4280 0.3967
N -1.8028 0.5623 1.3972
C 1.9388 -0.6723 -1.3813
C 2.4767 0.9102 -2.0620
C -0.7078 0.4753 -0.6381
C 1.6513 -1.2507 -0.8053
O -3.7934 0.0241 -1.7628
C -0.1423 0.4901 -5.9694
C 1.2515 -0.3791 1.2005
O 0.2374 -0.1593 9.3114
O -0.4788 -0.9131 2.4120
C -0.7388 1.4276 -0.9007
C -0.6641 -1.8720 -2.8055
C -1.5657 -0.8747 -2.6057
C -2.2286 -3.0911 -0.0987
C 3.9543 2.9003 -3.5383
O -1.3677 3.4118 3.6927
P -3.3197 1.5672 0.8134
S 0.6398 -1.3639 0.7087
H -2.3054 -0.6949 -1.2915
H 1.6014 -0.6287 -1.8793
H -0.1721 2.0602 -0.2561
H -2.4693 -1.2212 0.3243
H 0.6857 -2.5160 -1.5330
H -1.1257 -2.4618 1.6141
H 1.1356 -1.7316 -0.4990
H 1.7981 -0.6908 -2.3511
H 0.6334 1.9709 -1.9241
H -1.8539 1.5070 1.7447
H -1.2388 2.3259 0.9685
H -0.4088 1.2240 -1.7762
H -1.3055 -1.7261 -0.3716
H -0.9419 -1.0984 0.2630
H 1.5669 1.2876 -0.8549
H -0.6938 1.5694 1.8099
H -2.0656 -0.8115 -0.6044
H -0.4372 1.0514 2.2533
H -2.1673 1.0105 0.1646
H 0.3800 -1.3512 -1.3066
H 1.2791 1.5309 2.0472
H -2.7306 0.1542 1.1461
H 1.7603 -1.0492 -1.1346
H -0.3793 -0.3365 -1.8104
H 2.5572 1.1244 0.3259
H 0.8221 -0.0538 2.7306
H 1.2145 -2.9443 0.2915
H 0.8600 1.6542 -1.0822
H -1.2718 0.4550 1.8261
H 1.8734 -3.0338 1.2401
H 2.6703 0.1652 0.7901
H -0.5160 1.9135 -2.4091
H 1.3961 0.7369 -0.2042
H 1.5449 -0.8525 -1.1437
Br -2.2033 2.0531 -0.7599
C -0.4707 -0.9513 0.8986
C -0.7813 0.8972 0.4846
O 0.4850 -0.1629 -1.3212
S -2.6587 -0.3725 0.3626
O -0.2582 -1.0311 -0.0367
O 0.6794 1.4518 1.1314
O 2.3670 0.0329 -0.2964
H -0.0721 0.2582 0.0459
H 0.1518 -0.0793 -0.3198
H 0.1631 -0.0680 -0.3177
H -0.0180 -0.0860 0.0248
C 0.0396 0.0100 0.1314
C -0.0812 -0.2128 0.4067
N -0.1936 0.3844 -0.0346
C -0.0026 -0.4766 0.1009
C -0.1182 0.2864 -0.1259
C -0.0733 -0.5447 -0.0307
C 0.2920 0.3646 0.0808
H 0.0001 0.1742 -0.0782
H -0.0619 0.0975 0.0607
H -0.1182 -0.0527 -0.0993
H -0.1502 0.2502 0.1856
H 0.1498 0.1429 -0.2394
H 0.2542 -0.0885 0.0290
H 0.2414 -0.0394 0.1027
H 0.0662 -0.0120 -0.0900
H 0.0578 -0.0198 0.0220
H -0.0117 0.0052 0.0814
H -0.0794 -0.0943 -0.1587
H -0.1190 -0.1582 -0.2706
H -0.0903 -0.0348 0.0244
H -0.0662 -0.0256 -0.0640
H 0.0629 -0.0265 -0.1128
Cl -1.4687 -1.5914 3.0761
Ca 0.6641 -1.3462 -1.2667
F -1.1503 0.5112 0.9090
C 0.1055 -0.0091 -0.2050
O -0.2774 0.0948 -0.4279
H -0.0012 0.0940 -0.1471
H 0.1787 -0.1626 0.1459
H 0.0401 -0.2214 0.1694
H -0.2310 0.1433 0.4183
F 6.3049 -0.9236 -0.1290
P -1.4301 -0.2134 -0.4176
F 3.7662 -4.2334 -1.4997
F -5.5537 1.1372 0.3839
F -3.8098 3.4801 -2.3402
F -3.2703 4.3595 1.5999
F 4.1228 -3.4963 2.4737
Ca -0.5508 -2.2328 -1.2181
Cl 0.3799 -1.6050 -0.1724

***

Number 1: DFT total energy -36501.0539 eV. Number 2: DFT total energy -9458.9038 eV. Number 3: DFT total energy -317669.0562 eV.